No. 1
A cluster of 2 separate species, C3H5ClS in total, computed with ωB97M-V with the def2-TZVPD basis set.

Values from the calculation:
HOMO (spin up / spin down)	-0.334 / -0.334	Eh
2S+1	1
ΔE to the lowest compared entry with this formula, charge and spin	85.3	kcal per mole
DFT total energy	-26545.27215	eV
orbital gap (spin up / spin down)	5.970 / 5.962	eV
E_LUMO (spin up / spin down)	-0.1144 / -0.1146	Ha

```
10
Properties=species:S:1:pos:R:3:nbo_charge:R:1
C -0.07 0.08 -0.13 -0.32
C 0.69 -1.15 -0.44 -0.15
C -0.98 0.42 1.05 -0.63
S -0.78 -1.17 -1.29 0.46
Cl 2.84 0.22 -2.20 -0.62
H 0.21 1.11 -0.38 0.27
H 1.73 -1.02 -0.92 0.32
H -0.51 0.63 2.06 0.24
H -1.62 -0.43 1.26 0.22
H -1.51 1.31 0.99 0.23
```

---

No. 2
An isolated molecule of C3H5ClS, computed with ωB97M-V with the def2-TZVPD basis set.

Values from the calculation:
HOMO	-0.331	Eh
2S+1	1
ΔE to the lowest compared entry with this formula, charge and spin	10.0	kcal per mole
DFT total energy	-26548.53925	eV
SMILES	S=CCCCl
orbital gap	8.618	eV
E_LUMO	-0.0141	Ha

```
10
Properties=species:S:1:pos:R:3:nbo_charge:R:1
C 1.03 0.32 -0.18 -0.38
C -0.16 -0.29 0.52 -0.52
C -1.41 0.08 -0.27 -0.26
H 1.49 1.12 0.43 0.23
H 0.83 0.62 -1.16 0.21
H -0.19 -0.01 1.59 0.25
H -0.12 -1.45 0.52 0.25
H -1.13 0.91 -0.86 0.17
S -2.83 -0.61 -0.28 0.11
Cl 2.46 -0.68 -0.30 -0.05
```

---

No. 3
An isolated molecule of C3H5ClS, computed with ωB97M-V with the def2-TZVPD basis set.

Values from the calculation:
HOMO	-0.330	Eh
2S+1	1
ΔE to the lowest compared entry with this formula, charge and spin	0.0	kcal per mole
DFT total energy	-26548.97179	eV
SMILES	CC(=S)CCl
orbital gap	8.438	eV
E_LUMO	-0.0204	Ha

```
10
Properties=species:S:1:pos:R:3:nbo_charge:R:1
C -1.04 -0.80 -0.42 -0.70
C -0.02 0.34 -0.40 -0.04
C 0.97 0.64 0.72 -0.46
H -1.14 -1.47 0.47 0.23
H -1.96 -0.31 -0.67 0.25
H -0.90 -1.43 -1.29 0.25
H 1.71 1.32 0.28 0.25
H 0.51 1.09 1.60 0.24
S 0.01 1.38 -1.68 0.03
Cl 1.86 -0.75 1.38 -0.05
```

---

No. 4
A cluster of 2 separate species, C3H5ClS2 in total, computed with ωB97M-V with the def2-TZVPD basis set.

Values from the calculation:
HOMO	-0.332	Eh
2S+1	1
ΔE to the lowest compared entry with this formula, charge and spin	27.0	kcal per mole
DFT total energy	-37383.48305	eV
SMILES	C=CCl.S=CS
orbital gap	8.576	eV
E_LUMO	-0.0170	Ha

```
11
Properties=species:S:1:pos:R:3:nbo_charge:R:1
C 0.47 -1.95 -1.38 -0.49
C -0.36 1.80 1.41 -0.22
C 0.01 0.55 1.22 -0.41
H -0.11 0.09 -2.29 0.14
H 0.21 -3.00 -1.29 0.21
H 0.34 2.64 1.44 0.21
H -0.71 -0.27 1.20 0.21
H 1.05 0.31 1.06 0.22
S -0.70 -1.11 -2.36 0.12
S 1.80 -1.35 -0.68 0.02
Cl -2.00 2.29 1.67 -0.02
```

---

No. 5
A structure of composition C3H5CoO3, computed with ωB97M-V with the def2-TZVPD basis set.

Values from the calculation:
HOMO (spin up / spin down)	-0.967 / -0.967	Eh
<S²>	3.75
charge	+3
2S+1	4
ΔE to the lowest compared entry with this formula, charge and spin	25.5	kcal per mole
DFT total energy	-46921.01294	eV
orbital gap (spin up / spin down)	10.205 / 7.704	eV
E_LUMO (spin up / spin down)	-0.5920 / -0.6837	Ha

```
12
Properties=species:S:1:pos:R:3:nbo_charge:R:1
O -2.05 0.86 0.05 -0.42
C -3.18 1.45 -0.02 0.60
C -4.31 0.93 0.70 -0.76
H -3.26 2.28 -0.73 0.22
H -4.10 0.02 1.27 0.32
H -5.13 0.82 -0.03 0.37
H -4.65 1.77 1.35 0.37
O -0.02 0.40 -0.63 -0.49
C -0.99 1.14 -0.94 1.12
O -1.00 2.20 -1.50 -0.76
Co -0.08 3.42 -2.41 1.81
H -0.13 0.08 0.34 0.61
```

---

No. 6
An isolated molecule of C3H5F2N, computed with ωB97M-V with the def2-TZVPD basis set.

Values from the calculation:
HOMO (spin up / spin down)	-0.340 / -0.346	Eh
2S+1	1
ΔE to the lowest compared entry with this formula, charge and spin	83.5	kcal per mole
DFT total energy	-10112.71417	eV
orbital gap (spin up / spin down)	8.646 / 9.187	eV
E_LUMO (spin up / spin down)	-0.0224 / -0.0083	Ha

```
11
Properties=species:S:1:pos:R:3:nbo_charge:R:1
C 0.70 0.41 1.22 -0.29
C -1.27 -0.77 -0.25 0.26
C -0.04 0.25 -0.07 0.32
N 0.83 -0.11 -1.21 -0.87
F -2.50 -0.57 0.34 -0.34
F -0.71 1.58 -0.30 -0.41
H 0.47 1.20 1.88 0.20
H 1.35 -0.29 1.70 0.19
H -1.13 -1.84 -0.07 0.14
H 0.41 0.12 -2.13 0.40
H 1.89 0.01 -1.10 0.40
```

---

No. 7
An isolated molecule of C3H5F2N, computed with ωB97M-V with the def2-TZVPD basis set.

Values from the calculation:
HOMO	-0.360	Eh
2S+1	1
ΔE to the lowest compared entry with this formula, charge and spin	70.0	kcal per mole
DFT total energy	-10113.29578	eV
SMILES	N[C@H]1CC1(F)F
orbital gap	10.552	eV
E_LUMO	0.0276	Ha

```
11
Properties=species:S:1:pos:R:3:nbo_charge:R:1
C -0.46 0.42 -0.23 -0.13
C -0.24 0.08 1.13 -0.51
C 0.96 0.31 0.22 0.67
H 0.38 -0.84 -1.73 0.40
H -1.65 -0.94 -1.48 0.39
H -1.30 1.25 -0.55 0.22
H -0.25 0.97 1.85 0.25
H -0.42 -1.05 1.28 0.26
N -0.55 -0.90 -1.02 -0.89
F 1.85 -0.65 -0.15 -0.32
F 1.68 1.35 0.68 -0.33
```

---

No. 8
A structure of composition C3H5F2NO, computed with ωB97M-V with the def2-TZVPD basis set.

Values from the calculation:
HOMO	-0.330	Eh
2S+1	1
ΔE to the lowest compared entry with this formula, charge and spin	127.5	kcal per mole
DFT total energy	-12159.35562	eV
orbital gap	9.623	eV
E_LUMO	0.0240	Ha

```
12
Properties=species:S:1:pos:R:3:nbo_charge:R:1
C -0.12 -0.67 0.21 0.13
C -0.14 -1.02 1.47 0.67
C -0.52 -0.83 -1.17 -0.67
N 0.84 2.00 -0.15 -0.51
O 1.20 0.63 -0.10 -0.43
F 0.54 -0.44 2.50 -0.30
F -1.04 -1.84 1.95 -0.30
H 0.43 -0.95 -1.65 0.26
H -0.94 0.12 -1.66 0.23
H -1.17 -1.57 -1.38 0.23
H 0.74 2.31 0.84 0.36
H 0.18 2.26 -0.86 0.35
```

---

No. 9
An isolated molecule of C3H5F3, computed with ωB97M-V with the def2-TZVPD basis set.

Values from the calculation:
HOMO	-0.423	Eh
2S+1	1
ΔE to the lowest compared entry with this formula, charge and spin	23.9	kcal per mole
DFT total energy	-11344.03470	eV
SMILES	CC(F)(F)CF
orbital gap	12.545	eV
E_LUMO	0.0384	Ha

```
11
Properties=species:S:1:pos:R:3:nbo_charge:R:1
C -0.63 -0.33 -1.35 -0.69
C -0.10 0.40 -0.16 0.67
C 0.93 -0.48 0.80 0.00
H -1.66 0.02 -1.58 0.23
H -0.69 -1.41 -1.07 0.25
H -0.03 -0.12 -2.14 0.23
H 0.72 -0.23 1.81 0.20
H 1.98 -0.33 0.36 0.19
F -1.08 0.74 0.69 -0.34
F 0.52 1.56 -0.62 -0.36
F 0.40 -1.80 0.69 -0.37
```

---

No. 10
A cluster of 3 separate species, C3H5F3O in total, computed with ωB97M-V with the def2-TZVPD basis set.

Values from the calculation:
HOMO	-0.399	Eh
2S+1	1
ΔE to the lowest compared entry with this formula, charge and spin	2.3	kcal per mole
DFT total energy	-13390.88629	eV
SMILES	O=C(F)F.C=C.F
orbital gap	11.609	eV
E_LUMO	0.0278	Ha

```
12
Properties=species:S:1:pos:R:3:nbo_charge:R:1
C -0.73 1.50 -0.10 -0.37
C -1.79 0.80 0.29 -0.40
C 0.12 -1.20 -0.12 1.16
O 1.11 -0.80 -0.63 -0.58
F -0.86 -1.85 -0.69 -0.29
F 0.00 -1.26 1.17 -0.30
F 3.95 -1.17 -0.06 -0.56
H 0.10 1.54 0.58 0.19
H 3.22 -0.71 -0.13 0.56
H -0.57 2.02 -1.00 0.20
H -1.89 0.32 1.15 0.19
H -2.66 0.79 -0.46 0.20
```

---

No. 11
A cluster of 2 separate species, C3H5FI2O in total, computed with ωB97M-V with the def2-TZVPD basis set.

Values from the calculation:
HOMO	-0.299	Eh
2S+1	1
ΔE to the lowest compared entry with this formula, charge and spin	83.0	kcal per mole
DFT total energy	-24153.65600	eV
orbital gap	7.778	eV
E_LUMO	-0.0131	Ha

```
12
Properties=species:S:1:pos:R:3:nbo_charge:R:1
C -0.74 -0.19 -0.39 -0.74
C -0.35 0.06 1.00 0.48
C 3.07 0.25 -1.11 0.08
O 0.61 -0.49 1.43 -0.56
F 3.67 0.18 -2.26 -0.37
I 4.19 1.57 0.26 -0.03
I 3.06 -2.02 0.01 0.08
H -0.96 0.82 -0.82 0.24
H -1.72 -0.70 -0.38 0.25
H 0.23 -0.72 -0.86 0.26
H -0.98 0.92 1.63 0.12
H 2.04 -1.08 0.76 0.18
```

---

No. 12
An isolated molecule of C3H5FO, computed with ωB97M-V with the def2-TZVPD basis set.

Values from the calculation:
HOMO	-0.388	Eh
2S+1	1
ΔE to the lowest compared entry with this formula, charge and spin	45.1	kcal per mole
DFT total energy	-7954.55210	eV
SMILES	OC1(F)CC1
orbital gap	11.536	eV
E_LUMO	0.0362	Ha

```
10
Properties=species:S:1:pos:R:3:nbo_charge:R:1
C 0.48 -0.38 -0.52 -0.48
C 0.31 -0.05 0.95 -0.47
C -0.85 -0.20 0.06 0.63
O -1.67 1.37 -0.03 -0.78
F -1.79 -1.13 0.11 -0.31
H 0.91 0.35 -1.19 0.24
H 0.73 -1.41 -0.76 0.23
H 0.51 -0.79 1.71 0.23
H 0.51 0.96 1.25 0.25
H -2.30 1.24 -0.74 0.46
```

---

No. 13
An isolated molecule of C3H5FO2, computed with ωB97M-V with the def2-TZVPD basis set.

Values from the calculation:
HOMO	-0.398	Eh
2S+1	1
ΔE to the lowest compared entry with this formula, charge and spin	26.3	kcal per mole
DFT total energy	-10003.32197	eV
SMILES	O=COCCF
orbital gap	11.697	eV
E_LUMO	0.0320	Ha

```
11
Properties=species:S:1:pos:R:3:nbo_charge:R:1
C -0.48 -0.54 -1.44 0.04
C -0.39 0.30 -0.16 -0.10
C 0.82 -0.22 1.84 0.63
H -1.20 -1.34 -1.36 0.16
H 0.58 -0.82 -1.44 0.17
H -1.38 0.51 0.25 0.20
H 0.24 1.10 -0.44 0.20
H 1.24 -1.01 2.43 0.16
O 0.42 -0.59 0.63 -0.51
O 0.58 0.99 2.18 -0.60
F -0.80 0.12 -2.60 -0.35
```

---

No. 14
An isolated molecule of C3H5FO2S, computed with ωB97M-V with the def2-TZVPD basis set.

Values from the calculation:
HOMO (spin up / spin down)	-0.181 / -0.414	Eh
<S²>	2.01
2S+1	3
ΔE to the lowest compared entry with this formula, charge and spin	95.4	kcal per mole
DFT total energy	-20830.52966	eV
orbital gap (spin up / spin down)	5.847 / 6.806	eV
E_LUMO (spin up / spin down)	0.0343 / -0.1639	Ha

```
12
Properties=species:S:1:pos:R:3:nbo_charge:R:1
C 0.69 1.05 -0.41 -0.60
C 0.44 -0.42 0.27 0.18
C -0.36 -1.28 -0.60 -0.69
O -0.05 1.49 2.26 -0.77
O -1.85 0.97 0.63 -0.83
F 1.61 -1.04 0.77 -0.32
S -0.46 0.95 0.98 1.78
H 1.67 1.55 -0.03 0.27
H 0.44 0.98 -1.52 0.24
H -1.12 -0.51 -1.15 0.25
H -1.15 -1.86 0.09 0.24
H 0.13 -1.88 -1.29 0.25
```

---

No. 15
A structure of composition C3H5FOS, computed with ωB97M-V with the def2-TZVPD basis set.

Values from the calculation:
HOMO (spin up / spin down)	-0.320 / -0.320	Eh
2S+1	1
ΔE to the lowest compared entry with this formula, charge and spin	86.8	kcal per mole
DFT total energy	-18788.13665	eV
orbital gap (spin up / spin down)	7.926 / 7.922	eV
E_LUMO (spin up / spin down)	-0.0284 / -0.0286	Ha

```
11
Properties=species:S:1:pos:R:3:nbo_charge:R:1
C -1.34 -0.88 -1.15 -0.43
C -0.98 -0.55 0.08 0.08
C 1.84 0.64 0.75 -0.55
O -0.82 1.89 -0.36 -0.93
F -0.77 -1.63 0.87 -0.34
S -0.55 0.94 0.77 1.09
H -1.66 -0.37 -2.05 0.24
H -1.34 -2.00 -1.37 0.22
H 1.70 0.74 -0.23 0.20
H 2.05 -0.24 1.29 0.20
H 1.86 1.47 1.40 0.20
```

---

No. 16
An isolated molecule of C3H5FOS, computed with ωB97M-V with the def2-TZVPD basis set.

Values from the calculation:
HOMO	-0.327	Eh
2S+1	1
ΔE to the lowest compared entry with this formula, charge and spin	13.3	kcal per mole
DFT total energy	-18791.32356	eV
SMILES	C[C@H](F)C(O)=S
orbital gap	9.379	eV
E_LUMO	0.0173	Ha

```
11
Properties=species:S:1:pos:R:3:nbo_charge:R:1
C -1.08 -0.02 0.63 -0.65
C -0.15 -0.49 -0.47 0.12
C 1.32 0.07 -0.20 0.14
H -0.71 -0.14 1.66 0.24
H -1.96 -0.66 0.50 0.24
H -1.29 1.07 0.41 0.20
H -0.45 -0.23 -1.48 0.18
H 0.46 1.75 -0.26 0.48
O 1.34 1.35 -0.49 -0.65
F 0.00 -1.87 -0.52 -0.35
S 2.53 -0.84 0.22 0.05
```

---

No. 17
An isolated molecule of C3H5FOS, computed with ωB97M-V with the def2-TZVPD basis set.

Values from the calculation:
HOMO	-0.349	Eh
2S+1	1
ΔE to the lowest compared entry with this formula, charge and spin	53.2	kcal per mole
DFT total energy	-18789.59248	eV
orbital gap	10.142	eV
E_LUMO	0.0237	Ha

```
11
Properties=species:S:1:pos:R:3:nbo_charge:R:1
C 1.37 -0.66 -1.18 -0.47
C 1.14 -0.69 0.15 0.15
C -1.25 0.57 0.63 -0.79
O -1.30 -2.00 0.11 -0.95
F 2.19 -0.41 0.97 -0.33
S -0.48 -1.14 0.99 1.22
H 0.53 -0.92 -1.97 0.24
H 2.27 -0.25 -1.56 0.22
H -1.27 0.63 -0.46 0.23
H -0.55 1.30 1.04 0.22
H -2.38 0.67 1.10 0.25
```

---

No. 18
A structure of composition C3H5FeO4, computed with ωB97M-V with the def2-TZVPD basis set.

Values from the calculation:
HOMO (spin up / spin down)	-0.365 / -0.361	Eh
<S²>	8.77
2S+1	6
ΔE to the lowest compared entry with this formula, charge and spin	10.4	kcal per mole
DFT total energy	-45766.55941	eV
orbital gap (spin up / spin down)	8.822 / 6.759	eV
E_LUMO (spin up / spin down)	-0.0412 / -0.1128	Ha

```
13
Properties=species:S:1:pos:R:3:nbo_charge:R:1
C -1.60 -1.45 0.96 -0.64
C -1.23 -0.56 -0.19 -0.06
O -0.14 -0.90 -0.91 -0.83
Fe 1.54 -0.04 -1.23 1.79
H -2.46 -1.03 1.50 0.23
H -1.85 -2.46 0.61 0.21
H -0.74 -1.53 1.65 0.21
H -0.90 0.68 0.14 0.17
H -2.06 -0.36 -0.92 0.18
O 1.11 1.62 -0.28 -0.73
C 2.40 1.96 -0.38 0.90
O 3.05 1.15 -1.18 -0.82
O 2.89 2.91 0.23 -0.61
```

---

No. 19
A structure of composition C3H5HgLiO3, computed with ωB97M-V with the def2-TZVPD basis set.

Values from the calculation:
HOMO (spin up / spin down)	-0.923 / -0.921	Eh
<S²>	0.76
charge	+3
2S+1	2
DFT total energy	-13675.99351	eV
orbital gap (spin up / spin down)	8.691 / 8.380	eV
E_LUMO (spin up / spin down)	-0.6037 / -0.6127	Ha

```
13
Properties=species:S:1:pos:R:3:nbo_charge:R:1
H -1.91 2.31 0.59 0.31
O 1.52 0.18 -0.45 -0.98
C 0.92 -0.85 0.30 -0.15
C -0.59 -0.83 0.21 -0.12
O -1.09 0.40 0.86 -0.37
C -1.64 1.30 0.19 0.63
O -1.81 1.33 -1.05 0.00
Hg 2.41 1.56 0.33 1.65
Li 1.73 -0.26 -2.25 0.99
H 1.21 -0.80 1.36 0.24
H 1.23 -1.84 -0.06 0.26
H -1.03 -1.65 0.79 0.31
H -0.96 -0.85 -0.82 0.22
```

---

No. 20
A structure of composition C3H5HgO4, computed with ωB97M-V with the def2-TZVPD basis set.

Values from the calculation:
HOMO (spin up / spin down)	-0.094 / -0.164	Eh
<S²>	2.02
charge	-1
2S+1	3
ΔE to the lowest compared entry with this formula, charge and spin	47.7	kcal per mole
DFT total energy	-15553.08492	eV
orbital gap (spin up / spin down)	5.532 / 5.177	eV
E_LUMO (spin up / spin down)	0.1095 / 0.0262	Ha

```
13
Properties=species:S:1:pos:R:3:nbo_charge:R:1
O 1.33 -0.06 0.11 -0.78
Hg 3.09 -1.55 -0.25 0.75
O 3.35 0.52 -0.46 -0.83
C 2.25 0.94 0.04 0.94
O 1.99 2.09 0.41 -0.71
C -0.42 0.29 0.41 -0.14
C -1.34 -0.84 0.17 -0.37
H -0.43 0.66 1.45 0.18
H -0.61 1.16 -0.24 0.19
H -1.77 -1.30 1.07 0.17
H -1.02 -1.57 -0.58 0.18
O -3.33 -0.42 -0.67 -0.99
H -3.08 0.08 -1.46 0.41
```